46
Properties=species:S:1:pos:R:3:forces:R:3 method="wB97M-V/def2-TZVPD" e_homo_ev=-6.196 gap_ev=3.77 max_force_ev_per_a=1.48
S 1.19957 -1.47867 3.12570 0.509 -0.469 -0.264
S 0.81668 1.42422 3.62368 0.470 0.392 -0.272
N -1.14867 -0.33379 3.56763 0.531 0.147 -0.066
C -3.20673 3.46138 -0.62484 0.139 -0.082 -0.010
C 3.13273 -2.63101 -2.37805 -0.012 0.016 0.054
C 4.59030 -2.54175 -0.45333 -0.045 0.106 0.035
C 4.28974 -3.06729 -1.71691 -0.274 0.293 0.268
C 3.74705 -1.62579 0.15279 -0.443 0.291 0.061
C -2.05014 0.78912 3.75419 -0.165 0.019 -0.093
C -4.85281 3.53884 -2.51569 -0.281 0.082 -0.185
C 0.21364 -0.14888 3.45677 -1.048 0.173 0.057
C -2.90477 1.94090 -2.48099 0.110 0.050 0.138
C -1.73500 -1.65123 3.71270 -0.189 -0.138 -0.194
C 5.17702 -4.09757 -2.32937 0.202 -0.285 -0.214
C -1.32648 1.89751 -0.61379 -1.122 0.489 -0.826
C -0.17597 1.35389 0.02527 0.977 -0.442 0.227
C -3.63112 2.97209 -1.86791 0.292 -0.104 0.252
C 1.70669 -0.21242 0.10674 0.019 0.637 0.603
C 2.28504 -1.70799 -1.79112 0.156 0.252 0.403
C 2.56664 -1.17519 -0.50014 0.547 -0.815 -0.777
C -2.08079 2.94167 -0.00572 0.379 -0.438 -0.076
C -1.77864 1.40855 -1.87277 0.065 0.203 0.383
C 0.70106 0.46117 -0.57716 -0.351 0.329 -0.428
H -3.24317 1.55951 -3.44558 0.122 0.055 0.266
H 1.38785 -1.38359 -2.32034 0.290 -0.240 0.139
H -2.30381 0.94078 4.81213 0.046 -0.004 -0.095
H -2.65852 -1.69560 3.12098 0.131 -0.063 0.058
H 2.90284 -3.03781 -3.36440 0.022 0.119 0.276
H 6.19414 -3.72187 -2.47972 -0.125 0.040 0.019
H 0.63352 0.32084 -1.66145 -0.192 -0.137 0.503
H -1.02534 -2.40990 3.36491 -0.294 0.283 0.101
H -4.75566 4.61682 -2.68383 0.062 -0.141 0.019
H 5.50121 -2.87269 0.05363 -0.344 0.132 -0.107
H -5.73906 3.40093 -1.88571 0.151 -0.038 -0.063
H -1.58426 1.70929 3.38089 -0.171 -0.380 0.174
H 3.96961 -1.22648 1.14471 -0.087 -0.174 -0.237
H -1.74732 3.32543 0.95977 -0.113 -0.099 -0.208
H 0.04440 1.67240 1.05116 -0.086 -0.217 0.009
H 5.26327 -4.97794 -1.68297 -0.067 0.123 -0.063
H -1.23974 0.59085 -2.35252 -0.252 0.247 0.106
H 1.87547 0.04694 1.15613 0.003 -0.102 -0.093
H 4.78412 -4.41950 -3.29526 0.093 -0.021 0.065
H -5.03773 3.05646 -3.47743 -0.046 0.090 0.080
H -3.78097 4.25941 -0.14862 0.226 -0.235 -0.093
H -2.97687 0.59348 3.19846 0.094 -0.038 0.125
H -1.99903 -1.86555 4.75739 0.074 0.095 -0.056